No. 1
Molecular formula: CH4Br2Si
Method: DFT, ωB97M-V/def2-TZVPD

XYZ file:
```
8
CH4Br2Si | the Open Molecules 2025 dataset | ωB97M-V/def2-TZVPD
C 0.822 -1.572 0.226
Si -0.709 2.271 -0.160
Br 0.430 -0.447 1.839
Br -1.616 1.792 -2.184
H 1.862 -1.542 0.309
H 0.608 -2.643 0.326
H 0.561 -0.971 -0.691
H -1.960 3.111 0.334
```

As for the charge: 0. For the LUMO energy, the calculation gives -0.9192 eV.


No. 2
Molecular formula: C27H33NO5
Method: DFT, ωB97M-V/def2-TZVPD

XYZ file:
```
66
C27H33NO5 | the Open Molecules 2025 dataset | ωB97M-V/def2-TZVPD
C 4.087 2.635 0.232
H 3.695 2.115 1.146
O 2.981 2.390 -0.820
C 2.864 1.219 -1.281
C 3.590 0.305 -0.942
C 3.431 -1.121 -1.368
C 2.483 -1.326 -2.169
C 1.443 -0.239 -2.772
C 1.817 1.025 -2.331
O 1.105 2.168 -2.596
C 1.826 2.858 -3.500
H 1.093 3.771 -3.852
H 2.634 3.711 -2.885
H 2.201 2.484 -4.316
O 0.427 -0.521 -3.604
C -0.355 0.331 -3.829
H -0.056 1.239 -4.461
H -0.815 0.860 -2.948
H -1.419 -0.297 -4.358
C 1.957 -2.843 -2.657
N 0.584 -3.104 -2.184
C 0.169 -4.461 -2.712
H -0.123 -4.247 -3.764
H 0.773 -5.329 -2.531
H -1.166 -4.550 -2.453
C 0.573 -3.222 -0.595
H 1.592 -2.528 -0.236
C -0.675 -2.595 -0.097
O -0.778 -1.401 -0.878
H -0.509 -1.600 -1.698
C -0.298 -2.037 1.294
O -1.369 -1.488 2.030
C -1.952 -0.390 1.728
C -3.075 0.076 2.589
C -3.289 -0.683 3.765
C -4.480 -0.618 4.582
C -5.408 0.662 4.121
C -4.893 1.172 3.206
C -3.977 0.926 2.216
H -3.712 1.359 1.259
H -5.659 2.103 2.931
H -5.886 0.684 4.886
H -4.476 -0.943 5.455
H -2.564 -1.419 4.059
C -0.956 0.788 1.630
C -0.525 1.274 3.111
C 0.463 2.349 3.176
C 0.794 3.074 2.068
C 0.176 2.524 0.618
C -0.489 1.417 0.540
H -1.049 1.163 -0.362
H 0.512 3.067 -0.240
H 1.290 3.771 2.025
H 0.914 2.597 4.150
H -0.696 0.686 4.060
H -2.198 -0.629 0.808
H 0.490 -1.051 1.194
H 0.328 -2.805 1.881
H -1.479 -3.237 0.026
H 0.756 -4.339 0.027
H 2.602 -3.365 -2.460
H 1.748 -2.770 -3.686
H 3.845 -2.004 -1.077
H 4.654 0.172 -0.247
H 5.127 2.496 -0.104
H 4.040 3.788 0.431
```

As for the charge: 0. For the LUMO energy, the calculation gives 0.6279 eV.


No. 3
Molecular formula: C8H15NS
Method: DFT, ωB97M-V/def2-TZVPD

XYZ file:
```
25
C8H15NS | the Open Molecules 2025 dataset | ωB97M-V/def2-TZVPD
C -1.156 1.396 0.242
C 0.849 0.109 -2.168
C 0.182 0.994 0.186
C 0.584 0.188 -0.890
C -1.812 2.206 1.320
C 1.003 -1.219 -2.808
C 1.090 1.353 1.379
C -0.961 -1.686 0.993
N 0.415 -1.752 0.618
S 1.210 -3.084 0.067
H -1.663 1.404 -0.662
H 0.900 0.925 -2.773
H -1.078 2.686 1.908
H -2.315 1.469 2.026
H -2.516 2.809 0.785
H 0.140 -1.613 -3.288
H 1.842 -1.272 -3.544
H 1.145 -1.922 -1.947
H 1.830 2.040 1.179
H 0.471 1.715 2.271
H 1.549 0.401 1.668
H -1.669 -2.529 0.721
H -1.095 -1.546 2.047
H -1.307 -0.567 0.713
H 2.363 -2.505 -0.043
```

As for the charge: 0. For the LUMO energy (spin up / spin down), the calculation gives 0.1024 / 0.1941 eV.


No. 4
Molecular formula: C4H8N2
Method: DFT, ωB97M-V/def2-TZVPD

XYZ file:
```
14
C4H8N2 | the Open Molecules 2025 dataset | ωB97M-V/def2-TZVPD
C 1.970 0.098 -0.398
N 1.523 -0.889 0.573
C 0.622 -0.512 -0.511
C -0.549 0.366 -0.150
C -1.970 -0.058 -0.163
N -1.215 -0.043 1.085
H 2.787 -0.216 -1.044
H 1.998 1.149 -0.105
H 1.212 -0.462 1.444
H 0.440 -1.319 -1.221
H -0.392 1.436 -0.309
H -2.259 -1.036 -0.546
H -2.721 0.720 -0.307
H -1.446 0.765 1.652
```

As for the charge: 0. For the LUMO energy, the calculation gives 1.0712 eV.


No. 5
Molecular formula: C9H19PS2
Method: DFT, ωB97M-V/def2-TZVPD

XYZ file:
```
31
C9H19PS2 | the Open Molecules 2025 dataset | ωB97M-V/def2-TZVPD
C -2.871 0.425 -0.224
C -1.873 -0.453 -0.256
C -3.066 1.430 -1.354
C -3.779 0.452 0.967
C 4.535 -0.780 -0.536
C 0.807 1.968 1.484
C -0.741 -3.050 0.099
C 2.945 -0.700 -0.715
C 1.749 1.300 0.431
P 1.740 -0.519 0.648
S -1.578 -1.724 1.015
S -0.774 -0.342 -1.567
H -3.259 2.310 -0.886
H -2.097 1.547 -1.903
H -3.965 0.885 -1.954
H -3.599 1.228 1.733
H -4.732 0.518 0.580
H -3.764 -0.432 1.463
H 4.724 -1.647 0.202
H 5.052 -1.069 -1.454
H 4.794 0.214 -0.093
H -0.139 1.740 1.177
H 1.102 1.701 2.549
H 0.787 2.979 1.572
H 0.158 -3.388 0.674
H -0.592 -2.641 -1.036
H -1.248 -4.030 -0.015
H 2.713 -1.521 -1.239
H 2.944 0.112 -1.420
H 2.636 1.870 0.546
H 1.387 1.620 -0.487
```

As for the charge: 0. For the LUMO energy (spin up / spin down), the calculation gives -1.7688 / -0.5850 eV.


No. 6
Molecular formula: C4H5NO
Method: DFT, ωB97M-V/def2-TZVPD

XYZ file:
```
11
C4H5NO | the Open Molecules 2025 dataset | ωB97M-V/def2-TZVPD
H -3.190 -0.600 -0.134
N -2.177 -0.591 -0.223
C -1.702 0.494 0.223
O -0.389 0.763 0.240
C 0.433 -0.286 -0.279
C 1.834 0.010 0.011
C 3.003 0.174 0.241
H -2.253 1.339 0.645
H 0.261 -0.381 -1.357
H 0.139 -1.236 0.179
H 4.040 0.315 0.454
```

As for the charge: 0. For the LUMO energy, the calculation gives 0.9820 eV.


No. 7
Molecular formula: C5H10BrNO
Method: DFT, ωB97M-V/def2-TZVPD

XYZ file:
```
18
C5H10BrNO | the Open Molecules 2025 dataset | ωB97M-V/def2-TZVPD
H -2.115 -0.052 -1.510
N -1.175 0.315 -1.361
C -0.433 -0.212 -0.473
O -0.425 -1.394 0.150
C -1.517 -2.249 -0.121
C 0.882 0.623 0.017
C 1.272 0.273 1.379
C 0.674 2.168 -0.335
Br 2.205 -0.087 -1.307
H -2.354 -1.965 0.571
H -1.350 -3.301 0.277
H -1.803 -2.466 -1.197
H 2.283 0.437 1.645
H 1.143 -0.686 1.605
H 0.870 1.031 2.061
H 1.597 2.755 -0.191
H -0.128 2.728 0.173
H 0.374 2.081 -1.382
```

As for the charge: 0. For the LUMO energy, the calculation gives 0.7484 eV.


No. 8
Molecular formula: C7H12O
Method: DFT, ωB97M-V/def2-TZVPD

XYZ file:
```
20
C7H12O | the Open Molecules 2025 dataset | ωB97M-V/def2-TZVPD
C -0.363 1.105 -2.634
C 0.697 0.348 -2.434
C 0.973 -0.205 -1.120
C 0.557 0.423 0.042
C 0.875 -0.298 1.319
C 0.071 -1.485 1.454
C -0.801 -2.053 0.636
H -0.917 1.617 -1.840
H -0.824 1.231 -3.624
H 1.345 -0.023 -3.330
H 1.279 -1.276 -1.151
H 0.271 1.479 0.055
H 0.771 0.362 2.224
H 1.946 -0.704 1.404
H 0.221 -2.092 2.299
H -1.243 -2.966 0.666
H -1.214 -1.577 -0.316
O -1.146 1.642 2.293
H -0.589 2.543 2.217
H -1.910 1.930 1.840
```

As for the charge: 0. For the LUMO energy, the calculation gives 0.5997 eV.


No. 9
Molecular formula: C9H13AuF3NSeSi
Method: DFT, ωB97M-V/def2-TZVPD

XYZ file:
```
29
C9H13AuF3NSeSi | the Open Molecules 2025 dataset | ωB97M-V/def2-TZVPD
Au -0.267 -0.468 -0.961
F -1.761 -2.774 5.902
C -1.668 -3.445 4.741
F -2.861 -4.030 4.542
F -0.785 -4.429 4.926
C -1.294 -2.529 3.607
C -2.112 -1.444 3.319
C -1.776 -0.655 2.230
N -0.715 -0.892 1.475
C 0.089 -1.896 1.788
C -0.153 -2.750 2.852
H -2.980 -1.223 3.922
H -2.384 0.194 1.952
H 0.946 -2.036 1.144
H 0.521 -3.562 3.077
C 3.061 -0.553 -4.414
Si 1.752 -1.866 -3.975
C 0.140 -1.395 -4.876
C 2.295 -3.642 -4.375
Se 1.496 -1.919 -1.677
H 3.460 -0.708 -5.409
H 3.888 -0.565 -3.712
H 2.618 0.435 -4.386
H 0.234 -1.576 -5.940
H -0.073 -0.341 -4.740
H -0.712 -1.961 -4.514
H 2.593 -3.742 -5.413
H 1.489 -4.344 -4.183
H 3.133 -3.933 -3.749
```

As for the charge: 0. For the LUMO energy, the calculation gives -0.6134 eV.


No. 10
Molecular formula: C32H51F9NO19Zn
Method: DFT, ωB97M-V/def2-TZVPD

XYZ file:
```
113
C32H51F9NO19Zn | the Open Molecules 2025 dataset | ωB97M-V/def2-TZVPD
Zn 0.288 0.406 -0.176
C -0.452 3.854 0.149
O 0.174 4.539 -0.934
O -0.256 2.458 -0.021
C -0.184 4.554 1.509
F 1.115 4.628 1.843
F -0.510 5.818 1.556
F -0.804 3.911 2.528
C 1.618 4.637 -0.888
C 2.153 5.431 -2.095
H 1.769 5.108 -3.062
H 1.981 6.501 -1.979
H 3.210 5.300 -2.325
H 2.127 3.674 -0.942
H 2.044 5.182 -0.046
H -1.463 4.098 -0.175
C -1.388 -1.841 -0.072
O -1.933 -0.534 -0.436
O -0.025 -1.583 -0.152
C -1.995 -2.656 1.113
F -2.274 -1.781 2.067
F -3.148 -3.348 0.871
F -1.140 -3.566 1.564
C -3.363 -0.481 -0.694
C -3.835 -1.086 -2.003
H -3.777 -2.171 -2.090
H -4.867 -0.816 -2.228
H -3.213 -0.738 -2.827
H -3.492 0.597 -0.795
H -3.877 -0.763 0.224
H -1.644 -2.574 -0.837
N 3.510 0.807 -0.350
O 3.739 1.455 -1.389
O 2.302 0.628 -0.100
O 4.440 0.374 0.292
C -0.767 -7.356 -4.578
O -2.156 -7.186 -4.074
C -2.743 -5.890 -4.322
C -2.173 -4.544 -3.633
O -1.070 -4.001 -4.355
C -0.221 -3.054 -3.542
H -0.160 -6.525 -4.220
H -0.647 -7.058 -5.620
H -0.331 -8.337 -4.390
H -3.802 -5.911 -4.063
H -2.679 -5.577 -5.364
H -1.824 -4.594 -2.602
H -2.981 -3.815 -3.571
H -0.927 -2.363 -3.081
H 0.317 -2.314 -4.133
H 0.345 -3.441 -2.694
O 5.954 2.118 1.640
C 5.531 2.918 2.492
O 6.295 3.792 3.197
C 5.471 4.652 3.961
C 4.165 4.528 3.266
C 4.093 3.073 2.859
H 5.878 5.662 3.991
H 5.398 4.388 5.016
H 4.194 5.111 2.345
H 3.294 4.875 3.821
H 3.382 2.785 2.084
H 3.927 2.445 3.734
O 5.193 -2.081 0.904
C 4.324 -3.023 0.904
O 4.196 -3.817 2.003
C 3.055 -4.641 1.760
C 3.139 -4.944 0.254
C 3.664 -3.670 -0.306
H 2.109 -4.123 1.915
H 3.229 -5.484 2.429
H 2.218 -5.054 -0.318
H 3.809 -5.715 -0.128
H 2.949 -2.934 -0.673
H 4.359 -3.870 -1.122
O 0.195 0.227 2.067
C 0.507 0.143 3.272
O 0.426 1.254 3.927
C 0.990 1.046 5.231
C 1.072 -0.470 5.459
C 1.076 -1.056 4.101
H 0.391 1.382 6.078
H 1.978 1.507 5.243
H 0.159 -0.770 5.973
H 1.907 -0.808 6.074
H 0.479 -1.967 4.054
H 2.043 -1.340 3.687
O 0.391 0.592 -2.278
C -0.130 0.938 -3.298
O -0.646 0.087 -4.160
C -1.096 0.688 -5.350
C -0.590 2.071 -5.306
C -0.378 2.368 -3.872
H -2.184 0.704 -5.294
H -0.877 0.079 -6.227
H -1.314 2.792 -5.687
H 0.332 2.311 -5.834
H -1.257 2.832 -3.423
H 0.486 2.993 -3.646
C -2.935 1.559 2.850
C -4.340 1.555 3.437
O -5.196 0.824 2.574
C -5.847 1.455 1.548
O -5.730 2.631 1.313
C -6.769 0.499 0.758
F -6.523 -0.837 1.024
F -8.067 0.806 1.150
F -6.750 0.754 -0.513
H -2.687 2.416 2.223
H -2.686 0.662 2.284
H -2.233 1.629 3.680
H -4.753 2.526 3.712
H -4.280 0.867 4.280
```

As for the charge: -1. For the LUMO energy, the calculation gives 2.1375 eV.


No. 11
Molecular formula: C2H8N2O2
Method: DFT, ωB97M-V/def2-TZVPD

XYZ file:
```
14
C2H8N2O2 | the Open Molecules 2025 dataset | ωB97M-V/def2-TZVPD
N 1.254 -0.017 -0.724
C 0.953 0.853 0.415
N -0.334 0.561 1.001
C -1.379 0.606 0.117
O -1.312 1.260 -0.900
H 2.230 -0.204 -0.823
H 0.761 0.181 -1.575
H 1.127 1.900 0.200
H 1.740 0.618 1.142
H -0.310 0.059 1.867
H -2.338 0.132 0.365
O 0.303 -2.572 0.185
H 0.603 -1.881 -0.461
H 0.427 -3.333 -0.414
```

As for the charge: 0. For the LUMO energy, the calculation gives 0.8693 eV.


No. 12
Molecular formula: C20H13BrCl6N4O4OsS
Method: DFT, ωB97M-V/def2-TZVPD

XYZ file:
```
50
C20H13BrCl6N4O4OsS | the Open Molecules 2025 dataset | ωB97M-V/def2-TZVPD
Os 0.024 -0.310 -0.251
C -2.985 1.634 3.592
N -3.427 1.183 2.263
C -4.742 1.007 1.873
C -4.726 0.565 0.603
N -3.386 0.476 0.216
C -2.615 0.851 1.261
S -0.893 0.924 1.409
C -3.004 0.008 -1.082
C -3.878 0.281 -2.121
C -3.671 -0.307 -3.355
C -2.609 -1.185 -3.495
C -1.742 -1.332 -2.436
N -1.887 -0.709 -1.245
H -3.869 1.818 4.193
H -2.410 2.551 3.493
H -2.377 0.861 4.057
H -5.567 1.192 2.537
H -5.536 0.276 -0.039
H -4.705 0.957 -1.964
H -4.335 -0.091 -4.182
H -2.432 -1.730 -4.413
H -0.879 -1.977 -2.518
Cl -0.597 3.938 -2.635
C 0.648 2.895 -3.286
Cl 2.226 3.639 -3.163
Cl 0.262 2.431 -4.948
C 0.697 1.582 -2.491
O 1.626 0.787 -2.942
O -0.098 1.366 -1.583
Cl 4.460 0.051 -2.606
C 3.168 -1.081 -2.997
Cl 2.970 -1.244 -4.740
Cl 3.440 -2.635 -2.239
C 1.895 -0.499 -2.423
N 1.109 -1.009 -1.601
Br 4.175 -4.201 4.540
C 4.044 -2.517 3.719
C 5.013 -1.551 3.961
C 4.918 -0.299 3.363
C 3.870 -0.014 2.508
C 2.911 -0.996 2.268
C 2.985 -2.252 2.875
C 1.826 -0.734 1.352
O 0.806 -1.509 1.202
O 1.767 0.286 0.573
H 5.844 -1.781 4.613
H 5.672 0.449 3.567
H 3.789 0.955 2.033
H 2.229 -3.001 2.684
```

As for the charge: +2. For the LUMO energy (spin up / spin down), the calculation gives -8.4171 / -8.4177 eV.


No. 13
Molecular formula: C9H14
Method: DFT, ωB97M-V/def2-TZVPD

XYZ file:
```
23
C9H14 | the Open Molecules 2025 dataset | ωB97M-V/def2-TZVPD
C 0.983 3.258 -0.431
C 0.101 2.035 -0.623
C -0.483 1.696 -1.832
C -1.153 0.496 -2.006
C -1.227 -0.403 -0.962
C -0.645 -0.049 0.246
C 0.109 1.101 0.414
H 0.529 3.875 0.328
H 1.193 3.910 -1.268
H 1.884 2.914 0.078
H -0.434 2.373 -2.677
H -1.638 0.364 -2.965
H -1.823 -1.301 -0.975
H -0.852 -0.593 1.160
H 0.382 1.288 1.446
C 0.248 -3.695 2.506
C 1.337 -3.139 1.621
H 0.035 -3.133 3.418
H -0.667 -3.866 1.948
H 0.639 -4.628 2.926
H 1.331 -3.565 0.618
H 1.381 -2.054 1.457
H 2.375 -3.166 1.968
```

As for the charge: 0. For the LUMO energy, the calculation gives 1.0179 eV.


No. 14
Molecular formula: C22H27CsO3
Method: DFT, ωB97M-V/def2-TZVPD

XYZ file:
```
53
C22H27CsO3 | the Open Molecules 2025 dataset | ωB97M-V/def2-TZVPD
C 3.059 0.721 2.619
C 3.405 2.030 1.675
O 3.694 3.212 2.286
O 3.463 1.989 0.176
C 2.063 2.068 -0.271
C 1.821 1.742 -1.859
C 1.569 0.119 -2.173
C -0.062 -0.196 -1.983
O -0.588 0.230 -0.678
C -1.861 -0.431 -0.343
C -2.167 -2.042 -0.385
C -3.604 -2.710 0.036
C -3.841 -4.350 0.008
C -4.840 -1.733 0.490
C -4.554 -0.119 0.547
C -3.099 0.564 0.166
C -2.983 2.194 0.322
C -2.233 2.503 1.773
C -2.282 2.961 -0.950
C 2.463 -0.796 -1.121
C 1.859 -1.743 0.073
C 2.873 -2.639 1.056
C 4.496 -2.579 0.799
C 5.170 -1.655 -0.397
C 4.121 -0.783 -1.323
H 3.866 -0.125 2.584
H 2.050 0.224 2.218
H 2.821 1.007 3.751
H 1.422 1.432 0.474
H 1.725 3.201 -0.106
H 2.800 2.012 -2.486
H 0.953 2.367 -2.361
H -0.195 -1.332 -2.229
H -0.651 0.426 -2.806
H -1.296 -2.777 -0.739
H -3.451 -4.799 -1.000
H -3.135 -4.779 0.870
H -4.977 -4.546 0.219
H -5.897 -2.136 0.788
H -5.427 0.592 0.879
H -4.073 2.641 0.428
H -1.321 1.798 1.980
H -1.908 3.637 1.890
H -3.045 2.301 2.620
H -1.113 3.125 -0.791
H -2.754 4.034 -1.146
H -2.372 2.246 -1.892
H 0.707 -1.834 0.256
H 2.473 -3.323 1.924
H 5.256 -3.220 1.455
H 6.332 -1.656 -0.581
H 4.565 -0.131 -2.206
Cs -1.297 1.057 -4.535
```

As for the charge: 0. For the LUMO energy, the calculation gives -1.1328 eV.